Record 1
This record from the OMol25 dataset describes a structure of composition C40H46IrN8P2S3. The level of theory is the ωB97M-V functional and the def2-TZVPD basis.

XYZ file:
```
100
Properties=species:S:1:pos:R:3:mulliken_charge:R:1
Ir -1.027 0.787 1.411 2.878
C -2.065 -2.256 -1.544 -1.374
N -1.609 -1.185 -0.649 0.752
P -2.342 0.272 -0.301 0.116
C -3.910 0.435 -1.146 1.186
C -4.828 -0.605 -0.937 -0.701
C -6.057 -0.582 -1.569 -0.896
C -6.407 0.501 -2.371 -0.760
C -5.523 1.556 -2.543 -0.878
C -4.273 1.527 -1.942 -0.869
C -3.066 -0.094 1.549 0.760
C -4.087 0.794 1.953 -0.066
C -5.043 0.413 2.871 -1.123
C -4.996 -0.865 3.426 -0.822
C -4.011 -1.767 3.038 -0.920
C -3.063 -1.390 2.103 -0.500
P -0.203 -1.085 0.361 0.033
C 0.094 -2.575 1.314 1.676
C 1.006 -2.389 2.363 -1.272
C 1.353 -3.458 3.175 -0.930
C 0.789 -4.710 2.951 -0.795
C -0.105 -4.897 1.907 -0.892
C -0.449 -3.833 1.079 -0.314
C 1.151 -1.061 -0.841 0.143
C 1.845 0.179 -1.348 1.466
C 2.254 0.084 -2.790 -0.888
C 2.491 -1.126 -3.350 -0.611
C 2.202 -2.318 -2.634 -1.181
C 1.469 -2.257 -1.426 -0.339
H -2.596 -3.031 -0.995 0.289
H -1.215 -2.700 -2.064 0.452
H -2.748 -1.848 -2.285 0.501
H -4.585 -1.436 -0.285 0.358
H -6.750 -1.400 -1.425 0.513
H -7.376 0.526 -2.852 0.472
H -5.806 2.408 -3.146 0.521
H -3.612 2.368 -2.089 0.429
H -4.160 1.774 1.494 0.556
H -5.835 1.096 3.149 0.551
H -5.746 -1.165 4.148 0.479
H -3.998 -2.768 3.450 0.565
H -2.338 -2.125 1.781 0.305
H 1.479 -1.420 2.514 0.757
H 2.068 -3.323 3.977 0.504
H 1.055 -5.543 3.588 0.470
H -0.533 -5.874 1.728 0.524
H -1.142 -4.004 0.266 0.340
H 1.268 1.080 -1.136 -0.900
H 2.480 1.005 -3.313 0.576
H 2.890 -1.194 -4.354 0.658
H 2.450 -3.281 -3.060 0.557
H 1.112 -3.185 -0.993 0.621
N -0.484 0.401 3.608 -0.966
N 0.524 1.244 4.098 -0.381
C 1.303 1.928 3.253 0.872
N 2.290 2.649 3.762 -0.443
S 1.080 1.885 1.560 -0.597
H -1.318 0.528 4.174 0.435
H -0.197 -0.576 3.676 0.337
H 0.749 1.194 5.084 0.266
H 2.509 2.672 4.748 0.226
H 2.857 3.219 3.153 0.214
C -2.435 3.219 3.801 -0.956
C -2.269 3.603 2.370 0.208
N -1.835 2.808 1.413 -0.062
C -1.800 3.453 0.177 -0.384
C -2.262 4.726 0.228 -0.579
S -2.680 5.161 1.819 -0.146
C -1.253 2.904 -1.090 -0.739
C -0.635 3.702 -1.990 -0.151
S -0.359 2.882 -3.462 -0.070
C -1.058 1.465 -2.834 0.043
N -1.456 1.612 -1.585 1.250
C -1.202 0.240 -3.671 -1.050
H -2.507 2.137 3.885 -0.079
H -3.349 3.644 4.214 0.515
H -1.604 3.586 4.405 0.320
H -2.385 5.419 -0.590 0.598
H -0.346 4.734 -1.858 0.631
H -2.220 0.176 -4.062 0.288
H -0.989 -0.652 -3.092 -0.011
H -0.520 0.274 -4.518 0.581
N 3.109 0.342 -0.516 -0.102
C 4.247 0.169 -0.810 0.485
N 5.479 0.030 -1.014 0.032
C 6.161 -1.305 -0.889 -0.653
C 6.796 -1.663 -2.223 -0.451
C 7.720 -0.549 -2.713 -0.721
C 6.974 0.779 -2.822 -0.480
C 6.343 1.165 -1.495 -0.688
H 5.421 -2.032 -0.558 0.433
H 6.914 -1.183 -0.111 0.324
H 6.009 -1.857 -2.959 0.227
H 7.347 -2.594 -2.089 0.367
H 8.141 -0.817 -3.680 0.347
H 8.564 -0.443 -2.024 0.340
H 6.197 0.719 -3.590 0.266
H 7.652 1.582 -3.113 0.356
H 5.725 2.058 -1.557 0.434
H 7.099 1.309 -0.722 0.339
```

## Properties
**Molecular weight**: 989.2 Da
**Net charge**: +4
**F_max**: 0.016 Eh/bohr
**HOMO energy (spin up / spin down)**: -17.77 / -18.37 eV
**Electronic energy**: -3970.213556 hartree
**2S+1**: 2

***

Record 2
This record from the OMol25 dataset describes a structure of composition C5H7NO2 at a distorted geometry. The level of theory is the ωB97M-V functional and the def2-TZVPD basis.

XYZ file:
```
15
Properties=species:S:1:pos:R:3:mulliken_charge:R:1
C -0.358 0.017 1.128 0.191
C -1.035 0.533 -0.172 -0.144
C -0.922 -0.541 -1.163 -0.426
C 1.455 -0.437 -0.411 -0.547
C 0.897 0.607 0.513 0.158
H -2.032 0.804 -0.041 0.536
H -1.194 0.008 -2.233 0.253
H -1.721 -1.397 -0.761 0.267
H 1.791 -1.277 0.276 0.264
H 2.300 -0.301 -1.108 0.292
H 1.694 1.044 1.162 0.398
H 0.287 1.719 -1.245 0.317
N -0.037 1.672 -0.237 -0.622
O -0.540 -0.639 2.158 -0.569
O 0.405 -1.033 -1.378 -0.368
```

## Properties
**Molecular weight**: 113.1 Da
**F_max**: 0.069 Eh/bohr
**HOMO energy**: -9.79 eV
**Electronic energy**: -399.838123 hartree

***

Question: Which formula does entry 2 have?
Answer: C5H7NO2

***

Question: Among the records above, which one has the lowest electronic energy?
Answer: C40H46IrN8P2S3